[1]
Here is the molecule C2H7N5O in a non-equilibrium geometry from OMol25. Energies are from ωB97M-V with the def2-TZVPD basis set.

Cartesian coordinates (Å):
H1 -0.34 2.82 1.49
N1 0.57 2.44 1.78
C1 0.94 1.46 1.05
N2 0.10 0.84 0.05
O1 -1.21 1.25 0.28
C2 0.30 -0.47 -0.42
N3 1.40 -1.01 -0.77
H2 2.17 -0.30 -0.70
N4 -0.93 -1.09 -0.60
N5 -0.97 -2.50 -0.82
H3 1.94 1.02 1.22
H4 -1.38 1.85 -0.46
H5 -1.69 -0.68 -0.12
H6 -0.60 -2.70 -1.80
H7 -0.31 -2.92 -0.18

The total energy is -429.3265 Ha. The HOMO-LUMO gap comes out at 9.94 eV. The value obtained for the energy above the lowest of the compared OMol25 structures with the same formula, charge and spin is 254.5 kJ/mol. Its HOMO energy is -9.5 eV.

Mulliken population analysis, charges in e, atoms 1 to 6:
1. H 0.27
2. N -0.64
3. C 0.05
4. N 0.03
5. O -0.55
6. C 0.53


[2]
Here is a cluster of 2 separate species, C8H11N2O2PS in total in a non-equilibrium geometry from OMol25. Energies are from ωB97M-V with the def2-TZVPD basis set.

Cartesian coordinates (Å):
C1 3.27 1.20 0.58
C2 3.93 1.14 -0.57
C3 2.33 -0.75 -0.28
C4 -3.67 -0.76 0.50
C5 -2.70 -0.37 -0.28
C6 -1.10 1.56 -1.26
C7 -2.22 1.03 -0.36
C8 -0.81 1.18 0.19
N1 2.42 0.11 0.72
N2 -0.06 0.95 1.20
O1 0.91 -2.43 -1.97
O2 -0.12 -1.89 0.29
P1 0.73 -1.25 -1.06
S1 3.38 -0.20 -1.57
H1 3.07 2.04 1.19
H2 4.47 1.93 -1.05
H3 -3.59 -1.85 0.69
H4 -4.36 -0.08 0.88
H5 -1.95 -0.95 -0.75
H6 -0.60 0.95 -1.96
H7 -1.30 2.50 -1.78
H8 -3.03 1.73 -0.13
H9 1.67 0.09 1.42
H10 0.02 -2.76 0.16
H11 -0.50 0.52 1.99

The total energy is -1310.8249 Ha. The HOMO-LUMO gap (spin up / spin down) comes out at 7.31 / 7.31 eV. The value obtained for the energy above the lowest of the compared OMol25 structures with the same formula, charge and spin is 358.2 kJ/mol. Its HOMO energy (spin up / spin down) is -7.6 / -7.6 eV.

Mulliken population analysis, charges in e, atoms 1 to 6:
1. C -0.49
2. C -0.24
3. C 0.17
4. C -0.86
5. C 0.04
6. C -0.80


[3]
Here is the molecule C22H30N4O2 from OMol25. Energies are from ωB97M-V with the def2-TZVPD basis set.

Cartesian coordinates (Å):
C1 0.46 5.07 -1.07
C2 0.52 3.89 -0.11
O1 0.80 4.30 1.22
C3 1.56 2.86 -0.56
N1 1.53 1.73 0.34
C4 2.42 0.73 0.16
N2 3.16 0.57 -0.91
C5 3.83 -0.61 -0.72
C6 4.75 -1.26 -1.53
C7 5.27 -2.46 -1.08
C8 4.90 -3.01 0.14
C9 3.99 -2.38 0.97
C10 3.46 -1.18 0.53
N3 2.55 -0.29 1.08
C11 1.81 -0.43 2.30
C12 0.28 -0.41 2.06
O2 -0.46 0.11 2.86
N4 -0.09 -1.03 0.93
C13 -1.44 -1.02 0.37
C14 -1.41 -1.79 -0.95
C15 -2.81 -1.79 -1.57
C16 -3.79 -2.45 -0.60
C17 -3.82 -1.68 0.71
C18 -4.26 -0.24 0.45
C19 -3.27 0.42 -0.52
C20 -3.25 -0.35 -1.83
C21 -1.88 0.43 0.10
C22 -2.42 -1.68 1.34
H1 1.44 5.54 -1.16
H2 -0.25 5.81 -0.70
H3 0.15 4.74 -2.05
H4 -0.46 3.41 -0.04
H5 1.61 4.83 1.21
H6 1.35 2.51 -1.57
H7 2.56 3.32 -0.58
H8 1.26 1.96 1.29
H9 5.04 -0.83 -2.47
H10 5.99 -2.99 -1.69
H11 5.33 -3.95 0.46
H12 3.70 -2.81 1.92
H13 2.05 0.37 3.00
H14 2.08 -1.38 2.76
H15 0.64 -1.39 0.33
H16 -1.09 -2.82 -0.76
H17 -0.70 -1.33 -1.63
H18 -2.78 -2.35 -2.51
H19 -3.50 -3.49 -0.42
H20 -4.79 -2.47 -1.05
H21 -4.52 -2.15 1.40
H22 -5.26 -0.23 0.02
H23 -4.28 0.32 1.39
H24 -3.59 1.46 -0.71
H25 -4.24 -0.35 -2.29
H26 -2.56 0.12 -2.53
H27 -1.88 0.98 1.04
H28 -1.16 0.90 -0.57
H29 -2.10 -2.70 1.54
H30 -2.43 -1.13 2.28

The total energy is -1225.9242 Ha. The HOMO-LUMO gap comes out at 8.47 eV. The value obtained for the energy above the lowest of the compared OMol25 structures with the same formula, charge and spin is 9.5 kJ/mol. Its HOMO energy is -7.8 eV.

Mulliken population analysis, charges in e, atoms 1 to 6:
1. C -1.59
2. C 0.68
3. O -0.58
4. C -1.10
5. N 0.08
6. C 0.33


[4]
Here is a cluster of 2 separate species, C3H11NO2 in total in a non-equilibrium geometry from OMol25. Energies are from ωB97M-V with the def2-TZVPD basis set.

Cartesian coordinates (Å):
C1 -0.15 1.20 0.15
C2 1.24 0.70 -0.19
C3 1.20 -0.04 -1.57
O1 1.74 -0.23 0.74
N1 -0.14 1.82 1.46
H1 -0.55 1.86 -0.61
H2 -0.83 0.33 0.13
H3 1.92 1.55 -0.32
H4 0.97 -1.08 -1.34
H5 0.45 0.37 -2.23
H6 2.19 0.02 -2.04
H7 2.09 0.23 1.51
H8 0.06 1.09 2.14
H9 -1.05 2.19 1.73
H10 -3.56 -2.88 0.58
H11 -2.78 -4.04 -0.16
O2 -2.80 -3.09 0.01

The total energy is -326.0730 Ha. The expectation value of S² is 0.750. Its spin multiplicity is 2. The HOMO-LUMO gap (spin up / spin down) comes out at 2.26 / 10.03 eV. As for the charge: -1. The value obtained for the energy above the lowest of the compared OMol25 structures with the same formula, charge and spin is 71.4 kJ/mol. Its HOMO energy (spin up / spin down) is 1.3 / -6.4 eV.

Mulliken population analysis, charges in e, atoms 1 to 6:
1. C -0.62
2. C 0.27
3. C -1.63
4. O -0.34
5. N -0.67
6. H 0.41


[5]
Here is the molecule C28H58O from OMol25. Energies are from ωB97M-V with the def2-TZVPD basis set.

Cartesian coordinates (Å):
C1 -2.39 -2.20 -1.26
C2 -1.05 -1.49 -1.44
C3 -0.21 -1.46 -0.16
C4 0.19 -2.85 0.34
C5 1.19 -2.81 1.49
C6 2.60 -2.38 1.11
C7 3.28 -3.36 0.15
C8 4.79 -3.14 0.02
C9 5.14 -1.79 -0.59
C10 6.64 -1.67 -0.86
C11 7.06 -0.29 -1.40
C12 7.66 0.63 -0.34
C13 6.74 0.99 0.83
C14 5.54 1.85 0.42
C15 4.67 2.21 1.62
C16 3.47 3.08 1.25
C17 2.36 2.31 0.54
C18 1.19 3.22 0.19
C19 0.02 2.46 -0.44
C20 -1.12 3.39 -0.83
C21 -2.32 2.66 -1.43
C22 -3.13 1.89 -0.39
C23 -4.33 1.18 -1.01
C24 -5.16 0.43 0.03
C25 -6.30 -0.36 -0.61
C26 -7.09 -1.20 0.39
C27 -7.94 -0.40 1.38
C28 -9.19 0.19 0.73
O1 -10.06 -0.79 0.21
H1 -2.99 -2.11 -2.16
H2 -2.25 -3.26 -1.06
H3 -2.95 -1.77 -0.43
H4 -1.23 -0.47 -1.76
H5 -0.48 -1.99 -2.23
H6 0.69 -0.88 -0.36
H7 -0.77 -0.95 0.63
H8 0.61 -3.42 -0.49
H9 -0.71 -3.37 0.68
H10 0.81 -2.12 2.26
H11 1.24 -3.80 1.94
H12 2.57 -1.39 0.66
H13 3.20 -2.31 2.02
H14 2.83 -3.29 -0.84
H15 3.11 -4.38 0.52
H16 5.25 -3.22 1.01
H17 5.20 -3.93 -0.60
H18 4.83 -0.99 0.09
H19 4.60 -1.66 -1.53
H20 6.92 -2.44 -1.59
H21 7.19 -1.88 0.06
H22 7.81 -0.42 -2.18
H23 6.20 0.20 -1.86
H24 7.98 1.56 -0.83
H25 8.56 0.15 0.07
H26 7.32 1.55 1.57
H27 6.39 0.08 1.31
H28 5.90 2.77 -0.06
H29 4.94 1.31 -0.32
H30 4.32 1.30 2.10
H31 5.29 2.75 2.34
H32 3.06 3.52 2.17
H33 3.80 3.91 0.62
H34 2.01 1.51 1.19
H35 2.75 1.86 -0.37
H36 1.53 4.00 -0.51
H37 0.84 3.73 1.09
H38 0.37 1.92 -1.32
H39 -0.34 1.72 0.28
H40 -0.74 4.11 -1.56
H41 -1.44 3.96 0.05
H42 -1.98 1.98 -2.21
H43 -2.98 3.39 -1.90
H44 -2.49 1.14 0.09
H45 -3.48 2.58 0.38
H46 -3.97 0.47 -1.76
H47 -4.96 1.91 -1.52
H48 -4.51 -0.26 0.59
H49 -5.56 1.16 0.75
H50 -6.97 0.33 -1.12
H51 -5.87 -1.03 -1.36
H52 -6.39 -1.83 0.96
H53 -7.75 -1.87 -0.16
H54 -8.25 -1.05 2.20
H55 -7.35 0.42 1.81
H56 -8.93 0.81 -0.13
H57 -9.72 0.82 1.46
H58 -10.27 -1.41 0.92

The total energy is -1176.9350 Ha. The HOMO-LUMO gap comes out at 11.15 eV. The value obtained for the energy above the lowest of the compared OMol25 structures with the same formula, charge and spin is 11.0 kJ/mol. Its HOMO energy is -10.2 eV.

Mulliken population analysis, charges in e, atoms 1 to 6:
1. C -1.30
2. C -0.43
3. C 0.33
4. C -0.68
5. C -1.27
6. C 0.18


[6]
Here is a cluster of 2 separate species, C5H10O2 in total in a non-equilibrium geometry from OMol25. Energies are from ωB97M-V with the def2-TZVPD basis set.

Cartesian coordinates (Å):
C1 -1.24 -0.85 -0.24
C2 -0.21 -0.45 -0.98
O1 0.06 0.89 -0.90
C3 -0.84 1.43 0.08
C4 -1.94 0.38 0.28
H1 -1.60 -1.87 -0.20
H2 0.50 -0.99 -1.58
H3 -0.27 1.61 1.01
H4 -1.20 2.39 -0.30
H5 -2.28 0.35 1.32
H6 -2.80 0.57 -0.36
C5 1.89 -0.82 0.55
O2 2.56 -0.25 -0.56
H7 2.09 -0.28 1.47
H8 2.24 -1.85 0.60
H9 0.79 -0.90 0.51
H10 2.25 0.65 -0.70

The total energy is -346.9128 Ha. The HOMO-LUMO gap comes out at 9.26 eV. The value obtained for the energy above the lowest of the compared OMol25 structures with the same formula, charge and spin is 295.6 kJ/mol. Its HOMO energy is -8.3 eV.

Mulliken population analysis, charges in e, atoms 1 to 6:
1. C -0.42
2. C -0.46
3. O -0.41
4. C -0.43
5. C -0.37
6. H 0.39